Record 1
The following is a quantum chemistry calculation of a cluster of 10 separate species, C6H32N2O9 in total, from the Open Molecules 2025 dataset.

Structure (XYZ):
```
49
Properties=species:S:1:pos:R:3:forces:R:3:nbo_charge:R:1
C 2.041147 -1.731324 -0.212348 0.218 -0.937 -1.302 -0.071
H -1.811540 -1.345253 2.778512 -0.025 -0.087 0.409 0.509
O -2.368074 -2.044970 -0.361832 -0.262 -0.579 0.509 -0.961
H -2.439267 0.077716 -3.592339 -0.375 -0.089 -0.442 0.477
C 2.064980 -2.385013 -1.601020 -0.026 -1.006 -2.118 -0.641
H 1.745851 0.135832 1.521946 0.012 -0.089 -0.393 0.488
H 2.245117 1.380327 2.140882 0.183 0.148 -0.122 0.487
H 2.555685 -0.788027 -0.374005 -0.294 0.319 0.542 0.215
H 0.026821 -2.517794 -0.206051 -0.059 0.171 -0.468 0.220
H -2.720913 -1.282780 1.077837 -0.393 0.057 0.137 0.510
H 2.555451 -3.468271 0.735077 0.289 -0.224 0.140 0.362
H -1.874961 -0.217291 -2.318845 -0.088 -0.142 0.181 0.466
H 2.441364 2.500806 -2.717911 -0.019 -0.039 0.188 0.505
O -2.564818 -0.573576 -2.897344 0.361 0.218 0.188 -0.945
H -0.098231 1.971322 -2.767964 0.190 0.003 0.311 0.486
C 0.534351 -1.614227 0.133847 0.841 0.160 1.071 -0.453
O -3.047549 -0.707227 1.815622 0.071 -0.163 -0.473 -0.986
O -1.079336 -1.699708 3.334189 0.017 -0.041 -0.102 -0.993
C -0.526514 0.606779 0.521570 -0.607 -0.572 0.398 0.102
H 0.060197 -0.051134 -1.370014 -0.123 -0.143 -0.105 0.192
H 0.448517 -1.755316 1.220466 -0.055 0.550 -0.005 0.235
H -2.350133 3.375609 0.791760 -0.248 -0.120 0.159 0.210
H 1.004197 -0.311783 3.711128 0.611 -0.009 0.111 0.464
H 3.674372 -2.255506 1.078371 0.136 0.056 -0.454 0.382
O 0.414698 0.442716 3.785822 -0.522 -0.389 -0.043 -0.980
H -0.518559 0.405291 1.592032 0.120 -0.029 -0.124 0.193
H -1.463722 -2.119157 4.106976 -0.223 -0.055 -0.053 0.480
N -1.136028 1.802040 0.243529 0.235 0.441 -0.401 -0.659
H -1.465158 1.967047 -0.692123 0.000 -0.086 -0.079 0.389
O 2.130058 2.494825 -3.635983 -0.304 -0.065 -0.147 -0.972
H -3.179631 0.118718 1.337392 -0.066 0.123 0.267 0.477
O 2.326247 0.880244 1.314926 0.039 0.254 0.833 -0.954
H 1.699435 -1.760586 -2.431945 -0.128 0.547 0.559 0.205
H -1.859000 -1.538242 -0.995879 -0.041 -0.114 -0.225 0.502
H -0.678689 1.851362 -4.099158 -0.377 -0.039 -0.036 0.485
C -0.060516 -0.325364 -0.322196 -0.108 0.542 -0.260 -0.415
H 1.407929 -3.253672 -1.743491 -0.191 -0.026 0.787 0.197
H 2.974560 -2.784100 -2.076705 0.531 0.461 0.951 0.215
H -2.939383 -2.670066 -0.814147 0.013 0.176 -0.300 0.495
H 1.971052 1.566959 -3.836174 0.237 -0.031 0.004 0.461
O -0.911284 1.657017 -3.179661 0.465 0.316 -0.363 -0.972
H 1.015720 2.867346 -1.076613 -0.429 -0.003 0.564 0.467
H 1.919061 2.089057 -0.020610 -0.351 -0.316 0.090 0.515
H -1.017825 3.148219 1.897650 0.139 -0.134 -0.088 0.200
O 1.901204 2.605352 -0.839559 0.819 0.294 -0.652 -0.992
N 2.732833 -2.483110 0.817156 -0.664 -0.017 0.339 -0.869
H -2.333815 1.987201 1.959401 -0.219 0.242 -0.010 0.182
H -0.410925 -0.103344 3.775637 0.355 0.575 0.050 0.495
C -1.746975 2.614566 1.282097 0.316 -0.111 -0.023 -0.404
```
Forces are in eV/Å.

Summary:
**Charge**: 0
**Structure (SMILES)**: CN/C=C/C[C@H](C)N.O.O.O.O.O.O.O.O.O
**ΔE to the lowest compared entry with this formula, charge and spin**: 36.29 kcal/mol

---

Record 2
The following is a quantum chemistry calculation of a structure of composition C6H32NaO19, from the Open Molecules 2025 dataset.

Structure (XYZ):
```
58
Properties=species:S:1:pos:R:3:forces:R:3:nbo_charge:R:1
H 4.598410 -2.218350 -2.120433 0.179 -0.102 -0.043 0.445
H 1.751389 -0.424639 -4.031573 -0.050 -0.417 0.688 0.485
H -1.901605 -2.241567 4.855658 0.125 0.091 0.161 0.460
H -3.334799 -1.865155 1.193978 0.283 0.225 -0.182 0.469
O 1.605083 -4.970319 1.611197 0.249 -0.549 0.018 -0.951
H 3.473748 -1.225189 -1.918817 -0.583 0.148 -0.160 0.487
O 0.718897 -3.049851 -0.431246 1.134 -0.261 -1.348 -0.802
H 3.737570 1.486985 -0.560553 0.245 -0.083 -0.081 0.460
H -2.294013 -1.847577 3.447581 -0.292 0.332 -0.290 0.486
H 1.152442 4.608461 1.730678 0.230 -0.089 -0.099 0.471
O 4.409607 -1.351055 -1.762125 0.631 -0.015 0.168 -0.943
H -2.841791 4.301362 1.209059 0.022 0.210 0.163 0.466
O -4.011776 -1.912255 1.869044 -0.065 -0.342 0.139 -0.943
O 1.677499 -1.347914 -2.456222 -0.169 -0.542 -0.658 -0.821
C -0.733340 -0.049432 0.632756 -4.262 3.803 3.512 0.459
H 2.057495 1.827605 -3.474845 0.181 -0.186 -0.333 0.461
H -4.798110 -1.568961 1.444706 -0.230 0.280 -0.051 0.476
H -0.401931 0.500201 3.162183 -0.479 0.010 -0.639 0.492
Na 1.608468 -3.829265 -2.488641 -0.237 0.706 0.791 0.973
H -3.923673 0.904443 1.200121 0.547 0.001 0.124 0.486
C 0.586610 0.608416 -1.428929 1.545 -5.322 -1.354 -0.586
H 1.725763 -1.283181 3.701533 -0.230 0.275 0.202 0.482
C -0.503010 -1.343392 0.563997 3.739 -3.859 -3.004 -0.535
H -0.929825 0.980656 -2.887735 0.317 -0.053 0.320 0.476
O 2.975711 1.642839 -0.002425 0.432 0.307 0.373 -0.939
H -1.982361 3.236934 0.560775 0.537 -0.671 -0.230 0.499
H 2.369732 -0.764673 -5.370944 0.073 -0.047 -0.181 0.456
C -0.161028 0.973604 -0.324299 -0.481 5.041 -0.183 0.422
C 0.946676 -0.822223 -1.588212 -0.806 1.846 2.515 0.464
O -1.766138 1.112248 -3.334396 -0.484 0.174 -0.236 -0.938
H -0.664255 -4.077012 0.414865 0.303 0.406 -0.305 0.474
H 2.375343 -4.468652 1.878136 0.148 0.260 0.168 0.469
H -2.125778 -4.470631 0.444908 -0.277 0.056 0.124 0.464
H 0.984658 1.346154 -2.109877 -0.186 0.124 0.133 0.239
H -0.295535 4.925351 -0.985226 -0.057 -0.071 0.238 0.463
O 2.256247 2.725784 -3.739410 -0.188 0.386 0.031 -0.921
O 2.215473 -0.034075 -4.772060 0.152 0.359 -0.717 -0.961
O 0.245710 4.447373 1.991677 -0.257 0.521 0.258 -0.961
O 0.084545 0.771532 3.940612 0.529 -0.192 0.581 -0.965
O -0.062378 4.680220 -1.880650 0.112 0.580 -0.360 -0.945
O -2.101278 -2.609023 3.994649 0.181 -0.359 0.136 -0.946
H -0.455732 3.816211 -2.003087 -0.018 -0.335 0.136 0.483
C 0.462979 -1.824190 -0.409482 -2.724 1.023 0.900 0.450
H 1.028813 -4.325282 1.201235 -0.065 0.223 -0.098 0.478
H -4.491671 2.303233 1.087676 0.462 0.240 -0.158 0.492
H 1.420979 -1.710019 2.281390 -0.311 0.069 -0.183 0.468
O -4.747138 1.391595 1.228659 -0.854 -0.446 0.093 -0.985
H 3.209336 2.788936 -3.677301 0.198 -0.011 0.039 0.463
O -0.327316 2.264620 -0.255730 -0.542 -3.431 1.285 -0.678
H 2.244515 1.250189 -0.479307 -0.282 -0.088 -0.089 0.470
H -0.576922 1.158319 4.514274 -0.148 0.145 0.033 0.463
O 2.147258 -1.529927 2.878318 0.493 -0.318 -0.077 -0.951
O -1.610917 0.276025 1.544942 1.842 0.882 -1.911 -0.725
O -1.245373 -4.817282 0.589610 -0.290 -0.553 -0.055 -0.952
O -2.891746 3.518563 0.660462 -0.574 0.424 0.003 -0.968
H -1.824130 0.385213 -3.954296 -0.027 -0.117 -0.173 0.455
H -1.003207 -2.029710 1.231201 0.202 -0.074 0.140 0.226
H -0.064183 3.777731 1.381940 0.077 -0.613 -0.275 0.487
```
Forces are in eV/Å.

Summary:
**Charge**: -1

---

Record 3
The following is a quantum chemistry calculation of a cluster of 10 separate species, C6H33N2O9 in total, from the Open Molecules 2025 dataset.

Structure (XYZ):
```
50
Properties=species:S:1:pos:R:3:forces:R:3:nbo_charge:R:1
N 2.402280 -2.001429 0.283357 0.648 -0.822 2.694 -0.724
O 1.771671 -3.066090 -1.935968 1.457 -0.418 -1.048 -0.957
H 2.441088 1.387774 -0.134080 -0.524 -0.507 -0.898 0.221
H -2.443595 1.657176 -1.720891 -0.518 -0.753 -1.493 0.196
C 0.108902 0.236963 -0.662582 0.007 0.956 -2.839 -0.251
C -1.836845 -0.220352 -2.348192 1.742 -2.803 -0.289 -0.184
H -0.119222 1.289670 -1.088360 0.137 -1.416 1.065 0.196
C -1.035786 -0.723588 -1.112256 0.755 -0.281 0.107 -0.453
H 3.123235 -2.507350 -0.299192 -1.477 1.084 0.295 0.454
H -2.330743 -0.157635 2.390935 -0.321 0.456 0.181 0.472
O 0.728962 1.964400 -3.632248 -1.846 -0.816 -2.361 -0.959
H 3.847537 -0.471274 0.841584 -2.506 -0.108 0.986 0.245
H 1.385152 0.101356 -2.311835 -0.217 0.184 0.321 0.399
H 2.151885 -2.797203 -2.792490 -0.108 -0.171 0.530 0.487
H 0.851529 -3.098771 -2.120631 -1.383 -0.129 -0.171 0.481
H -1.720936 -0.936185 -3.198123 -0.552 0.457 0.692 0.196
O -1.768686 2.682624 0.785620 1.702 -0.788 1.652 -0.962
C -2.471895 0.897336 -2.573628 -1.790 2.211 -0.377 -0.443
H 1.875875 -0.317321 1.357486 0.841 0.182 1.033 0.256
H -3.746770 0.155667 2.561259 -2.801 -1.033 0.340 0.480
H 0.491863 2.642858 0.915513 0.599 -0.665 1.784 0.519
H 0.731386 2.860635 2.397844 0.007 1.762 1.708 0.475
O 0.397544 4.056332 -0.248377 3.678 -1.197 0.570 -0.913
H -0.284543 1.886889 -3.681836 2.070 0.135 0.357 0.484
H 3.352271 0.328231 -1.362098 -1.119 0.082 1.875 0.203
H 0.419584 -0.494147 3.899792 1.035 1.353 2.818 0.497
O -1.699645 -2.538185 3.302967 2.243 2.011 -2.787 -0.950
H -1.565245 -0.951695 -0.187837 -0.992 0.289 -0.518 0.232
H -0.569649 -1.764482 -1.316267 -0.796 1.974 -0.054 0.207
O 0.772159 2.171786 1.786103 -0.518 -1.163 -3.183 -1.016
H 0.355360 0.355190 0.403618 -0.740 -0.385 -0.402 0.210
C 2.690757 -0.555763 0.686276 2.146 0.119 -3.335 -0.267
H -0.317252 0.286892 2.623598 0.490 1.617 0.847 0.515
N 1.360179 -0.219744 -1.343916 -0.394 1.619 1.324 -0.674
H -3.120420 1.064580 -3.569794 1.811 -0.154 2.535 0.240
H -2.303419 -3.100403 3.639651 -3.245 -3.040 1.746 0.475
H 0.959992 1.761904 -4.599301 -0.240 0.554 2.047 0.480
O -0.506456 -2.719329 0.781747 0.717 1.352 0.174 -0.978
C 2.467315 0.363073 -0.592860 2.221 -1.085 -0.896 -0.242
O 0.057935 -0.456462 3.068587 -1.077 -2.619 -3.620 -1.006
H -2.600045 2.518792 0.417356 -2.221 -0.194 -0.949 0.468
H -1.739597 1.983810 1.491183 -0.029 1.128 -0.810 0.493
O -2.950799 0.597099 2.461155 3.152 0.296 -0.438 -0.949
H 1.417972 -2.074883 -0.057392 1.068 -0.068 -0.366 0.504
H -0.107871 4.740114 0.065776 -1.780 2.771 1.576 0.476
H 2.399683 -2.513266 1.209489 -0.073 0.423 -1.247 0.426
H -1.364234 -2.033658 4.014698 0.646 0.923 0.981 0.489
H -0.974687 -2.380033 1.552142 0.239 0.667 0.598 0.507
H -0.146677 3.689878 -0.881072 -1.702 -1.515 -2.341 0.472
H -0.837097 -3.581782 0.833490 -0.442 -2.474 -0.412 0.475
```
Forces are in eV/Å.

Summary:
**Charge**: +1
**ΔE to the lowest compared entry with this formula, charge and spin**: 119.08 kcal/mol

---

Respective E values: -28148.4980, -50062.7760, -28156.3980 eV.
Respective max |F| values: 2.3, 6.7, 4.8 eV/A.